Here is a structure of composition C28H78InN6Na3O16PS from OMol25. Energies are from wB97M-V/def2-TZVPD.

Output
energy relative to the best compared isomer or geometry (same formula, charge and spin) = 0.00 kJ/mol
total charge = +1
HOMO-LUMO gap = 3.76 eV
LUMO = -7.5315 eV

Atoms and positions in Å:
In: -6.1162 -7.7194 5.1185
Na: -8.8445 -11.3454 5.2277
Na: -9.5305 -11.2849 9.1991
Na: -5.6579 -11.7894 6.8271
P: -7.7916 -9.7742 7.4913
O: -8.4402 -9.0440 6.3195
O: -6.2247 -9.4976 7.3946
O: -7.9919 -11.3488 7.3910
O: -8.3365 -9.3988 8.8720
S: -6.1372 -11.0053 3.5994
O: -6.0825 -11.4120 2.2145
O: -7.2343 -10.0778 3.8497
O: -6.2539 -12.0717 4.5722
O: -4.9728 -10.2053 3.9914
C: -12.8948 -9.8205 9.8865
C: -11.5598 -9.2665 9.2443
C: -11.8094 -7.7981 8.6996
O: -12.4290 -6.8729 9.6640
C: -12.1442 -5.4666 9.4865
N: -10.5706 -9.2886 10.3172
H: -13.7544 -9.7349 9.2218
H: -13.1043 -9.4219 10.8791
H: -12.8458 -10.9037 9.9979
H: -11.1802 -9.8432 8.4008
H: -12.3252 -7.8162 7.7396
H: -10.8282 -7.3868 8.4623
H: -12.5077 -5.0563 8.5443
H: -11.0818 -5.2256 9.5234
H: -12.6977 -4.9359 10.2612
H: -10.8621 -8.4564 10.8096
H: -9.7119 -9.0070 9.8660
C: -9.6744 -16.0981 8.3711
C: -9.0720 -14.6700 8.5699
C: -7.6600 -14.5553 9.1456
O: -7.8120 -14.9597 10.4920
C: -6.5650 -15.0912 11.2145
N: -9.0930 -14.0255 7.2763
H: -10.6078 -16.1057 7.8082
H: -9.8828 -16.4064 9.3957
H: -9.0363 -16.9076 8.0166
H: -9.7299 -14.0472 9.1760
H: -7.2528 -13.5442 9.1486
H: -6.9134 -15.1622 8.6335
H: -6.0728 -16.0636 11.2308
H: -6.9132 -14.7937 12.2036
H: -5.8507 -14.2794 11.0773
H: -8.4065 -13.2850 7.2962
H: -8.5895 -14.5263 6.5581
C: -7.6432 -9.1028 12.9214
C: -6.7302 -10.0366 12.1761
C: -5.9993 -11.0980 13.0539
O: -5.1507 -10.4930 13.9487
C: -4.2187 -11.3919 14.5025
N: -7.3646 -10.7194 11.0166
H: -7.0552 -8.2905 13.3487
H: -8.2094 -9.6448 13.6789
H: -8.3453 -8.6380 12.2292
H: -5.9360 -9.3996 11.7866
H: -5.3962 -11.7783 12.4526
H: -6.7636 -11.6948 13.5517
H: -3.7384 -10.8805 15.3367
H: -3.5557 -11.7275 13.7051
H: -4.6794 -12.2745 14.9463
H: -6.6733 -10.7949 10.2840
H: -7.8974 -10.0323 10.5027
C: -3.6239 -9.7175 10.5562
C: -3.3608 -10.7059 9.4475
C: -4.4236 -11.8980 9.5287
O: -4.0696 -12.6581 8.3993
C: -3.2017 -13.7159 8.7710
N: -3.4970 -10.0184 8.1830
H: -4.4316 -8.9948 10.4403
H: -2.6899 -9.1998 10.7746
H: -3.8497 -10.2620 11.4731
H: -2.3643 -11.1458 9.4897
H: -5.4303 -11.5345 9.3222
H: -4.5045 -12.3352 10.5239
H: -2.3488 -13.3246 9.3255
H: -2.7327 -14.1981 7.9134
H: -3.7311 -14.4934 9.3218
H: -3.3663 -10.6564 7.4110
H: -4.4891 -9.8356 8.1356
C: -2.4445 -6.0426 8.6366
C: -3.1295 -6.4592 7.3299
C: -2.3639 -7.4511 6.4228
O: -3.1465 -7.7065 5.2498
C: -2.3400 -8.1018 4.1210
N: -4.4362 -7.0279 7.6576
H: -1.5726 -5.5031 8.2668
H: -2.1502 -6.9894 9.0895
H: -2.9658 -5.3182 9.2624
H: -3.2895 -5.5265 6.7890
H: -2.0730 -8.3178 7.0164
H: -1.4069 -6.9849 6.1883
H: -2.9096 -7.9942 3.1979
H: -1.8504 -9.0718 4.2074
H: -1.5813 -7.3578 3.8780
H: -4.2744 -7.9049 8.1316
H: -4.8706 -6.4796 8.3861
C: -9.5938 -4.1025 6.4860
C: -8.8932 -5.3991 5.9020
C: -8.8520 -5.2061 4.3834
O: -8.4357 -6.3898 3.7664
C: -8.5133 -6.4142 2.3327
N: -7.5637 -5.3950 6.5076
H: -9.0479 -3.1707 6.3381
H: -9.6791 -4.1715 7.5704
H: -10.6138 -4.0413 6.1065
H: -9.3502 -6.3431 6.1989
H: -8.3539 -4.2924 4.0590
H: -9.9053 -5.1237 4.1154
H: -8.1378 -7.3937 2.0368
H: -7.7984 -5.7285 1.8779
H: -9.5090 -6.2909 1.9068
H: -7.3041 -4.4191 6.4929
H: -7.7947 -5.5324 7.4812
C: -11.4405 -8.1571 3.5821
C: -11.5391 -8.5589 5.0489
O: -10.7639 -9.6817 5.2371
H: -11.7724 -9.0149 2.9972
H: -10.3938 -8.0340 3.3041
H: -12.0772 -7.2921 3.3962
H: -12.5627 -8.8713 5.2556
H: -11.1468 -7.7416 5.6540
H: -9.9514 -9.2926 5.5688
C: -8.1158 -4.9754 10.2973
C: -7.8181 -6.4481 10.4387
O: -7.4229 -6.9222 9.1794
H: -7.2026 -4.3810 10.2681
H: -8.5841 -4.6955 11.2409
H: -8.8161 -4.7443 9.4947
H: -8.6947 -7.0511 10.6755
H: -6.9898 -6.5357 11.1418
H: -7.6082 -7.8595 9.0852

Atomic partial charges in e from the Löwdin method, atoms 1 to 8: In 1.4257; Na 0.4867; Na 0.4539; Na 0.4132; P 0.1134; O -0.3468; O -0.3953; O -0.4127